The following is a quantum chemistry calculation of a molecular structure, CH8FeO7 in a non-equilibrium geometry, from OMol25.

Geometry as ORCA input:
```
! wB97M-V def2-TZVPD RIJCOSX def2/J DEFGRID3
* xyz 0 5
O -0.719 0.193 1.917
O 0.800 2.816 -2.263
H -1.458 0.074 2.527
O 0.328 1.968 -0.242
O 0.580 0.585 -1.954
H 2.357 0.527 1.317
H 0.832 -2.328 -0.963
O 0.080 -2.143 -0.380
H -0.035 0.653 2.425
C 0.595 1.823 -1.534
Fe -0.151 0.025 -0.028
H -0.180 -2.994 -0.007
H 2.396 -0.996 1.095
O 1.850 -0.212 0.955
H -2.253 -0.046 -1.731
O -2.079 -0.009 -0.778
H -2.942 0.064 -0.354
*
```

LUMO level (spin up / spin down), eV: -0.71 / -0.71
Kohn-Sham gap (spin up / spin down), eV: 5.76 / 6.07
Max |F|, eV Å⁻¹: 2.64
HOMO energy (spin up / spin down), eV: -6.472 / -6.786